# 1
# C3H16NO4

4 unconnected molecules or ions with the total composition C3H16NO4 at a distorted geometry (the ωB97M-V functional and the def2-TZVPD basis, the Open Molecules 2025 dataset).

Values from the calculation:
**LUMO**: -0.103 Eh
**Energy above the lowest of the compared OMol25 structures with the same formula, charge and spin**: 24.70 kcal/mol
**DFT total energy**: -479.36058 Eh
**HOMO level**: -13.6 eV
**Largest force on an atom**: 3.57 eV Å⁻¹
**Frontier orbital gap**: 10.8 eV

```
! wB97M-V def2-TZVPD RIJCOSX def2/J DEFGRID3
* xyz 1 1
C 1.00801 -0.29024 1.35452
C -0.31741 -1.03563 0.97017
C -0.28621 -2.18126 -0.04420
O -1.18579 0.11044 0.69728
N 0.72517 0.56267 2.47852
H 1.49565 0.29711 0.50790
H 1.74394 -0.98671 1.64445
H -0.63694 -1.45102 2.04826
H 0.57874 -2.82072 0.27910
H -1.30573 -2.50235 -0.07589
H -0.13615 -1.73788 -1.15601
H -1.35161 0.11313 -0.29809
H 0.21049 1.39209 2.20379
H 0.13940 0.04740 3.14853
H 1.62860 0.80795 2.89599
H -0.10020 3.81985 0.63795
H -0.48873 2.54322 -0.12239
O 0.14853 2.89568 0.52017
H -0.21224 -1.30436 -3.81214
H 0.89971 -0.28267 -4.11855
O 0.37039 -0.64504 -3.37510
H -0.47630 0.27376 -2.27132
H -1.40137 1.54546 -2.35879
O -1.04994 0.82913 -1.75413
*
```

# 2
# C4H7ClN2

A molecular structure, C4H7ClN2 at a distorted geometry (the ωB97M-V functional and the def2-TZVPD basis, the Open Molecules 2025 dataset).

Values from the calculation:
**LUMO**: 0.003 Eh
**Energy above the lowest of the compared OMol25 structures with the same formula, charge and spin**: 76.00 kcal/mol
**DFT total energy**: -726.21944 Eh
**HOMO level**: -10.3 eV
**Largest force on an atom**: 4.80 eV Å⁻¹
**Frontier orbital gap**: 10.4 eV

```
! wB97M-V def2-TZVPD RIJCOSX def2/J DEFGRID3
* xyz 0 1
C 1.28954 1.26839 -0.33747
C -1.69502 0.05693 -0.67870
C -0.36047 -0.75618 -0.67104
C 0.89574 -0.06937 -0.10513
N 1.66438 2.36934 -0.30615
N 0.32623 0.07826 1.77382
Cl 2.29918 -1.16196 -0.06313
H -1.86143 0.19226 -1.77715
H -1.32304 1.05465 -0.23970
H -2.45852 -0.45154 0.01973
H -0.44080 -1.57481 0.00764
H -0.07864 -1.15948 -1.65619
H 0.92047 -0.71639 1.97757
H 0.82237 0.86991 2.05591
*
```